ORCA calculation (ωB97M-V/def2-TZVPD) on a cluster of 6 separate species, C18H42O12P2 in total at a distorted geometry.

Output
Max |F|, eV/A: 7.34
Energy relative to the best compared isomer or geometry (same formula, charge and spin), kcal/mol: 0.8
SMILES: COP(=O)(OC)OC.COP(=O)(OC)OC.CC(C)=O.CC(C)=O.CC(C)=O.CC(C)=O
LUMO, eV: 0.57
Total charge: 0
HOMO-LUMO gap, eV: 10.0

Each line ends with the Löwdin charge.
Positions of all 74 atoms, in Å:
1 C 24.2260 28.6270 26.8110  -0.006
2 C 22.6900 28.5480 26.5480  -0.450
3 O 21.9670 27.6970 27.1240  -0.001
4 C 22.0120 29.5520 25.6030  -0.037
5 H 24.8990 28.1440 26.0930  0.090
6 H 24.2550 28.1660 27.7420  0.053
7 H 24.5420 29.6380 26.7250  0.058
8 H 22.8210 29.7310 24.8660  0.070
9 H 21.6910 30.4590 26.1830  0.065
10 H 21.0490 28.8430 25.0450  0.185
11 C 19.0540 38.0920 20.4850  -0.006
12 C 18.6640 36.7760 21.0260  -0.448
13 O 18.4880 35.7900 20.3170  0.054
14 C 18.3700 36.7150 22.5810  0.001
15 H 20.0570 38.2420 20.6990  0.081
16 H 18.5830 38.8720 20.8670  0.039
17 H 18.7910 38.0980 19.4900  0.072
18 H 17.4660 37.3060 22.6370  0.074
19 H 18.9340 37.1420 23.4210  0.092
20 H 18.0750 35.7560 22.7440  0.018
21 C 13.6170 33.3280 22.9020  -0.040
22 C 14.9000 32.7190 23.6850  -0.449
23 O 15.5070 31.7290 23.2690  0.027
24 C 15.3990 33.3250 24.9530  -0.032
25 H 12.8780 33.7140 23.6950  0.073
26 H 13.0300 32.4430 22.3740  0.100
27 H 13.9220 34.1950 22.1530  0.104
28 H 16.5340 33.5010 24.9880  0.099
29 H 15.1580 32.6220 25.6700  0.065
30 H 15.2770 34.3620 25.1030  0.059
31 C 19.7420 29.9330 28.5740  -0.023
32 C 18.8040 30.6960 27.7650  -0.513
33 O 17.9490 30.2270 27.0720  0.088
34 C 19.0410 32.1900 27.6770  0.021
35 H 19.6840 28.8600 28.2900  0.099
36 H 19.3270 29.8520 29.6930  0.156
37 H 20.6400 30.3130 28.3710  0.007
38 H 19.0000 32.6490 28.5190  0.018
39 H 18.5050 32.6090 26.9870  0.012
40 H 20.0850 32.3300 27.2580  0.113
41 C 21.9730 31.8880 30.6840  -0.196
42 O 22.5450 32.9850 31.1680  -0.175
43 P 22.4690 34.3410 30.2710  0.579
44 O 23.3270 34.1590 29.0020  -0.305
45 O 20.9460 34.8590 29.7960  -0.230
46 C 20.9840 35.8210 28.7670  -0.142
47 O 23.1510 35.5040 31.1630  -0.250
48 C 24.4840 36.0680 30.6650  -0.073
49 H 20.9010 32.0170 30.5660  0.075
50 H 21.7960 31.0960 31.4280  0.113
51 H 22.3400 31.6090 29.7310  0.077
52 H 21.2570 36.7960 29.1540  0.084
53 H 19.8410 36.0050 28.3090  0.156
54 H 21.3430 35.6150 27.8490  0.012
55 H 25.3060 35.3140 30.6200  0.086
56 H 24.7150 37.0900 31.2050  0.114
57 H 24.4620 36.4910 29.5740  0.100
58 C 19.1120 32.1370 23.6700  -0.027
59 O 20.4710 32.6340 23.2470  -0.242
60 P 21.2720 33.6550 24.1110  0.359
61 O 20.4420 34.5760 24.9170  -0.265
62 O 22.2610 32.7740 25.0240  -0.273
63 C 23.0440 33.4110 26.0920  -0.079
64 O 22.2410 34.5950 23.2280  -0.231
65 C 22.0980 34.7940 21.8840  -0.171
66 H 18.4810 33.1500 23.5190  0.109
67 H 19.0330 31.8360 24.7700  0.084
68 H 18.6810 31.3110 22.9770  0.118
69 H 22.2110 33.8410 26.8470  0.094
70 H 23.7650 34.2400 25.6290  0.136
71 H 23.5820 32.7340 26.6720  0.032
72 H 22.8050 35.5220 21.3980  0.086
73 H 20.9910 35.2180 21.4750  0.132
74 H 22.2650 33.7110 21.4160  0.120

Atomic forces in eV per Å
C -1.8 -0.1 -1.9
C -2.1 -1.9 0.8
O 2.5 2.1 -1.2
C -1.1 -2.8 -1.0
H -0.7 -0.5 0.0
H 0.9 -0.5 1.8
H 0.2 1.1 0.7
H -0.9 0.7 0.0
H 0.2 -0.8 -1.0
H 2.8 2.7 1.8
C 0.4 -3.0 -0.6
C -0.2 -1.3 1.4
O 0.3 1.4 1.2
C 0.0 2.2 -1.7
H 2.2 0.2 0.0
H -2.4 3.3 2.4
H 0.2 0.0 -2.6
H -0.7 0.3 0.0
H 0.8 -0.3 -0.9
H -0.5 -2.9 0.9
C -0.4 -0.7 0.3
C 0.5 -0.9 -2.4
O -1.5 1.6 0.3
C 3.1 1.5 -1.6
H 1.2 -0.2 -1.2
H 1.6 1.9 0.8
H -0.6 -1.9 1.6
H -1.1 -1.6 -0.6
H -0.6 -0.8 2.2
H -2.0 1.1 0.6
C -4.4 -3.9 3.0
C -0.4 1.9 -0.8
O -1.0 -1.0 -0.5
C 5.0 -4.9 -2.3
H 0.3 0.7 -0.2
H 1.4 0.8 -2.1
H 4.0 1.3 0.3
H -0.2 3.0 5.6
H -3.7 2.3 -3.8
H -0.7 -0.1 0.7
C -3.9 -3.1 -0.3
O 0.6 5.1 1.3
P 3.4 0.7 -4.4
O -2.2 0.0 2.7
O 2.0 -1.9 1.8
C -5.5 2.5 0.7
O 0.8 -0.1 -0.7
C -0.1 2.2 -1.5
H -0.6 0.7 -0.7
H 1.6 -0.1 -0.1
H 0.8 -0.8 -0.7
H 0.4 0.0 0.0
H 2.3 -0.6 2.0
H 2.6 -1.4 -2.5
H -0.9 0.6 0.7
H -0.6 -2.7 -0.1
H -0.8 -1.3 1.7
C -1.8 2.3 -0.3
O -0.2 -1.4 -0.2
P -0.1 1.8 2.3
O -0.2 -0.6 0.0
O 0.5 0.0 -0.6
C -2.6 3.9 -0.5
O 0.0 -0.6 1.4
C -2.1 -1.3 -4.6
H 1.0 -2.7 0.5
H 0.6 0.3 -1.6
H 1.4 1.6 1.1
H 2.3 -0.5 -1.8
H -1.7 -1.7 1.2
H 0.9 -1.6 0.4
H -0.3 -0.8 1.2
H 2.7 -1.3 1.5
H -0.5 2.5 0.2

---

ORCA calculation (ωB97M-V/def2-TZVPD) on a structure of composition C18H42O15PS5Tl at a distorted geometry.

Output
Max |F|, eV/A: 2.89
LUMO, eV: -6.11
Total charge: 0
HOMO-LUMO gap, eV: 2.6

Each line ends with the Löwdin charge.
Positions of all 82 atoms, in Å:
1 Tl 3.7882 0.7531 1.2381  1.083
2 P 0.9997 0.1216 -0.2456  -0.028
3 O 2.3198 -0.0984 -1.0229  -0.166
4 O 1.2115 1.5805 0.1555  -0.182
5 O 1.4292 -0.6055 1.0740  -0.253
6 O -0.3410 -0.2924 -0.8085  -0.286
7 C -2.7477 0.7978 1.4743  -0.015
8 C -2.3734 2.2596 1.2274  -0.287
9 C -1.6400 2.7188 -0.0571  -0.101
10 O -2.3868 3.8534 -0.3966  0.070
11 C -3.4815 4.0369 0.3733  -0.559
12 O -4.2629 4.8979 0.1185  0.169
13 O -3.5618 3.0498 1.2734  0.107
14 H -2.2212 0.1755 0.7495  0.040
15 H -3.7860 0.6456 1.1686  0.097
16 H -2.6424 0.5184 2.5169  0.074
17 H -1.6671 2.4340 2.0506  0.123
18 H -1.6740 1.8820 -0.7654  0.113
19 H -0.5886 2.9337 0.1079  0.093
20 C 0.7575 1.6139 -4.4728  -0.020
21 C 1.1917 0.1788 -4.2326  -0.291
22 C -0.0138 -0.8256 -3.9170  -0.095
23 O 0.2987 -1.9587 -4.6891  0.054
24 C 1.3345 -1.7028 -5.5277  -0.586
25 O 1.7626 -2.4409 -6.3434  0.178
26 O 1.7489 -0.4414 -5.3850  0.091
27 H 0.0530 1.8107 -5.2788  0.091
28 H 1.6744 2.2040 -4.5235  0.086
29 H 0.2459 2.0662 -3.6155  0.081
30 H 1.9335 0.1198 -3.4378  0.121
31 H -0.9115 -0.2746 -4.2061  0.122
32 H -0.0589 -0.9502 -2.8365  0.079
33 C 2.0070 -3.8082 -2.7735  -0.236
34 S 3.0323 -4.5915 -1.4559  0.833
35 O 4.3797 -4.7804 -2.0721  -0.558
36 C 3.1255 -3.2221 -0.2500  -0.267
37 H 2.0087 -4.3532 -3.7134  0.063
38 H 2.4112 -2.8065 -2.9207  0.049
39 H 0.9742 -3.7713 -2.4223  0.051
40 H 3.7526 -2.3632 -0.4699  0.047
41 H 3.2138 -3.6655 0.7413  0.041
42 H 2.0824 -2.8809 -0.2096  0.014
43 C -1.0865 -2.6664 1.7870  -0.256
44 S -0.8034 -3.5928 3.3171  0.815
45 O -2.1629 -4.0808 3.7325  -0.562
46 C -0.0180 -5.0723 2.5019  -0.227
47 H -0.9391 -1.6052 1.9840  0.002
48 H -2.1535 -2.7427 1.5790  0.066
49 H -0.4048 -3.0424 1.0301  0.039
50 H 1.0043 -4.7591 2.2708  0.033
51 H -0.6292 -5.2503 1.6219  0.053
52 H 0.0972 -5.9325 3.1548  0.053
53 C 1.5634 4.4448 2.0682  -0.235
54 S 3.1827 4.3244 2.9398  0.846
55 O 4.0936 3.5517 1.9989  -0.679
56 C 3.7208 6.0729 2.7507  -0.247
57 H 1.7411 4.9232 1.1028  0.063
58 H 0.9376 5.1300 2.6436  0.056
59 H 1.0252 3.5231 1.8639  0.019
60 H 2.9863 6.7944 3.1136  0.053
61 H 3.8871 6.3679 1.7117  0.059
62 H 4.6726 6.2534 3.2467  0.050
63 C -3.2479 -0.8890 -1.5813  -0.261
64 S -4.7082 -1.6234 -2.4075  0.818
65 O -5.8634 -1.7304 -1.4489  -0.562
66 C -5.2201 -0.3565 -3.6209  -0.261
67 H -2.4062 -0.5993 -2.2119  0.024
68 H -2.7889 -1.4392 -0.7645  0.036
69 H -3.6197 0.0623 -1.1876  0.039
70 H -4.4006 -0.0215 -4.2650  0.044
71 H -5.6046 0.5251 -3.1037  0.053
72 H -5.9785 -0.6410 -4.3489  0.051
73 C 1.7557 -1.0704 4.7287  -0.258
74 S 1.4974 0.7073 4.6692  0.860
75 O 2.5801 1.3176 3.8662  -0.652
76 C -0.0975 0.6551 3.7737  -0.243
77 H 0.8058 -1.3510 5.1926  0.038
78 H 2.5362 -1.3168 5.4465  0.057
79 H 1.9043 -1.6345 3.8096  0.053
80 H 0.1577 0.7895 2.7233  0.026
81 H -0.7644 1.4343 4.1409  0.055
82 H -0.6298 -0.2779 3.9506  0.043

Atomic forces in eV per Å
Tl 0.3 0.6 0.6
P -2.0 -1.1 0.3
O -0.3 -0.1 0.0
O 0.2 0.7 -0.2
O 0.0 -0.2 -0.6
O 2.1 0.6 0.6
C -0.7 0.2 -1.6
C 1.1 -1.0 1.1
C -0.9 -1.5 0.9
O 0.7 0.7 -1.0
C -0.1 -0.1 -1.4
O -0.1 -0.2 0.9
O 0.2 0.5 0.7
H 0.5 -0.2 0.6
H -0.1 0.1 0.3
H 0.1 -0.2 -0.1
H -0.5 1.0 0.2
H -0.2 0.5 -0.6
H -0.1 0.3 0.1
C 0.5 0.4 0.7
C -1.8 -1.0 0.4
C 1.4 2.5 0.3
O -0.3 -0.5 0.3
C -0.6 0.6 -0.2
O 0.1 -0.8 -0.1
O 0.6 0.8 -0.1
H 0.4 -0.4 -0.5
H -0.2 0.2 -0.6
H 0.1 -0.6 0.4
H 0.1 0.2 0.0
H -0.3 -0.7 -0.5
H 0.0 -0.8 -0.2
C 0.0 0.4 0.9
S 0.6 -0.1 -0.9
O -0.3 0.0 0.4
C -1.9 -0.3 -0.1
H 0.4 -0.3 0.2
H -0.1 0.0 -0.1
H 0.0 0.2 0.1
H 0.3 -0.3 -0.2
H 0.8 0.0 -0.1
H 0.1 0.2 -0.2
C 0.0 0.4 0.5
S -0.9 -1.6 0.0
O 0.7 0.5 0.1
C 0.4 1.3 0.2
H 0.4 0.0 -0.1
H 0.1 -0.6 -0.3
H -0.2 0.3 -0.3
H -0.1 0.0 -0.4
H 0.2 -0.3 0.0
H -0.6 0.1 0.2
C 0.4 1.2 -0.1
S 0.2 -0.1 -1.1
O -0.6 0.1 0.5
C -0.3 0.4 -0.5
H 0.2 -0.1 0.0
H 0.0 -0.1 0.1
H 0.5 -0.4 0.5
H -0.1 -0.3 0.4
H -0.1 -0.6 -0.2
H -0.1 -0.4 0.3
C -0.5 1.9 -0.1
S -0.7 -1.5 -0.5
O 1.1 0.5 -0.2
C 0.8 1.2 0.0
H -0.3 -0.4 -0.6
H -0.6 -0.6 -0.1
H 0.0 0.0 0.3
H 0.3 -0.2 0.4
H 0.1 -0.1 0.2
H -0.2 -0.9 0.6
C -0.6 -0.1 0.8
S -0.4 -0.8 1.1
O 0.3 0.4 -1.3
C 0.3 0.2 -0.1
H 0.1 -0.5 0.0
H 0.2 0.3 -0.1
H -0.1 0.5 -0.3
H -0.3 -0.1 0.0
H 0.3 0.3 -0.1
H 0.3 -0.2 -0.1

---

ORCA calculation (ωB97M-V/def2-TZVPD) on a structure of composition C18H43AuN4O5SSi.

Output
Max |F|, eV/A: 0.62
Energy relative to the best compared isomer or geometry (same formula, charge and spin), kcal/mol: 5.5
Expectation value of S²: 2.01
LUMO (spin up / spin down), eV: -5.40 / -8.74
2S+1: 3
Total charge: +2
HOMO-LUMO gap (spin up / spin down), eV: 9.8 / 6.6

Each line ends with the Löwdin charge.
Positions of all 73 atoms, in Å:
1 Au -0.1408 -0.8372 -1.7605  0.612
2 C -0.3945 0.5267 3.5495  -0.014
3 C -0.8422 -0.4117 2.4408  -0.621
4 C -0.7422 -1.8658 2.8719  -0.015
5 C -2.2511 -0.0846 1.9821  -0.035
6 O -0.0097 -0.2048 1.2540  -0.206
7 Si 1.6136 -0.1857 1.1569  -0.064
8 S 1.9092 -0.0785 -1.0696  0.566
9 O 2.3624 1.0602 1.8069  -0.127
10 C 2.6295 2.4641 1.5314  -0.621
11 C 3.9375 2.5472 0.7666  -0.019
12 C 2.7403 3.1367 2.8861  -0.009
13 C 1.4761 3.0529 0.7316  -0.030
14 O 2.2296 -1.5904 1.5884  -0.125
15 C 3.5925 -2.0712 1.8554  -0.608
16 C 4.0058 -1.5618 3.2249  -0.009
17 C 3.5078 -3.5829 1.8283  -0.016
18 C 4.5143 -1.5476 0.7667  -0.033
19 H -1.0301 0.3997 4.4265  0.106
20 H -0.4549 1.5677 3.2262  0.087
21 H 0.6349 0.3176 3.8503  0.092
22 H -1.4580 -2.0664 3.6698  0.103
23 H 0.2569 -2.1015 3.2378  0.084
24 H -0.9593 -2.5293 2.0321  0.094
25 H -2.9613 -0.2163 2.7986  0.103
26 H -2.5260 -0.7593 1.1648  0.063
27 H -2.3083 0.9481 1.6304  0.086
28 H 4.7411 2.0878 1.3430  0.097
29 H 4.1999 3.5895 0.5825  0.103
30 H 3.8660 2.0392 -0.1988  0.068
31 H 3.5446 2.6862 3.4680  0.099
32 H 1.8082 3.0352 3.4434  0.088
33 H 2.9581 4.1980 2.7610  0.102
34 H 1.3743 2.5577 -0.2419  0.051
35 H 1.6571 4.1107 0.5402  0.103
36 H 0.5359 2.9496 1.2772  0.086
37 H 3.3310 -1.9401 3.9941  0.097
38 H 3.9922 -0.4712 3.2512  0.082
39 H 5.0150 -1.9021 3.4584  0.103
40 H 2.7857 -3.9378 2.5642  0.094
41 H 4.4807 -4.0143 2.0633  0.102
42 H 3.2019 -3.9343 0.8413  0.092
43 H 4.5765 -0.4560 0.7984  0.073
44 H 4.1587 -1.8595 -0.2196  0.076
45 H 5.5203 -1.9448 0.9003  0.106
46 N -3.9826 0.6277 -1.0483  0.049
47 C -4.7483 0.3451 -2.2902  -0.337
48 C -4.4414 -1.0540 -2.8200  -0.092
49 C -3.0430 -1.2675 -3.4156  -0.299
50 N -2.0291 -1.6683 -2.3682  -0.036
51 C -2.6108 -0.0970 -4.2991  -0.094
52 C -2.9440 1.3012 -3.7898  -0.252
53 N -2.0435 1.6893 -2.6297  0.197
54 C -4.3963 1.4051 -3.3352  -0.091
55 H -4.0071 -0.1619 -0.4120  0.077
56 H -4.4124 1.3964 -0.5408  0.114
57 H -2.4866 1.2782 -1.7748  0.094
58 H -5.8204 0.3911 -2.0916  0.152
59 H -5.1575 -1.2553 -3.6201  0.141
60 H -4.6460 -1.8044 -2.0499  0.132
61 H -3.1231 -2.1307 -4.0744  0.150
62 H -1.6104 -2.5416 -2.6892  0.093
63 H -2.5182 -1.9298 -1.5162  0.086
64 H -3.1519 -0.2033 -5.2416  0.146
65 H -1.5491 -0.1729 -4.5509  0.098
66 H -2.7476 2.0133 -4.5887  0.160
67 H -2.0069 2.7041 -2.5221  0.174
68 H -1.0866 1.3532 -2.7561  0.103
69 H -5.0315 1.2664 -4.2121  0.144
70 H -4.6116 2.4072 -2.9530  0.135
71 O 1.1399 -2.5928 -3.5858  0.047
72 N 1.2022 -1.7651 -4.4323  -0.167
73 O 0.7846 -0.6531 -4.4663  0.012

Atomic forces in eV per Å
Au 0.0 0.3 0.5
C 0.0 0.0 0.0
C 0.0 0.0 0.0
C 0.1 0.0 0.0
C 0.0 0.0 -0.1
O 0.2 0.0 -0.1
Si -0.3 0.0 0.2
S -0.3 -0.1 0.0
O 0.1 0.1 -0.1
C -0.1 0.0 0.0
C 0.0 -0.1 0.0
C 0.0 0.0 0.1
C -0.1 0.0 0.0
O 0.1 -0.2 -0.1
C 0.0 0.1 0.0
C 0.0 0.1 0.0
C -0.1 -0.1 0.0
C 0.0 0.1 0.0
H 0.0 0.0 0.0
H 0.0 0.0 0.0
H 0.0 0.0 0.0
H 0.0 0.0 0.0
H 0.0 0.0 0.0
H 0.0 0.0 0.0
H 0.0 0.0 0.0
H 0.0 0.0 0.0
H 0.0 0.0 0.0
H 0.0 0.0 0.0
H 0.0 0.0 0.0
H 0.0 0.0 0.0
H 0.0 0.0 0.0
H 0.0 0.0 0.0
H 0.0 0.0 0.0
H 0.0 0.0 0.0
H 0.0 0.0 0.0
H 0.0 0.0 0.0
H 0.0 0.0 0.0
H 0.0 0.0 0.0
H 0.0 0.0 0.0
H 0.0 0.0 0.0
H 0.0 0.0 0.0
H 0.0 0.0 0.0
H 0.0 0.0 0.0
H 0.0 0.0 0.0
H 0.0 0.0 0.0
N 0.1 -0.1 -0.1
C 0.1 0.0 0.2
C 0.0 0.1 0.0
C -0.2 0.1 0.0
N 0.3 -0.3 0.1
C 0.2 0.0 0.1
C -0.1 -0.1 0.0
N 0.1 0.4 -0.5
C 0.0 0.0 0.1
H -0.1 0.0 0.0
H 0.0 0.0 0.0
H -0.1 -0.2 0.4
H 0.0 0.0 0.0
H 0.0 0.0 0.0
H 0.0 0.0 0.0
H 0.0 0.0 0.0
H -0.2 -0.1 0.0
H 0.0 0.1 0.0
H 0.0 0.0 0.0
H -0.1 0.0 0.0
H 0.0 0.0 0.0
H 0.0 0.0 0.0
H 0.0 0.0 0.0
H 0.0 0.0 0.0
H 0.0 0.0 0.0
O 0.1 -0.3 -0.1
N 0.1 -0.1 0.1
O 0.1 0.2 -0.3